--- A ---
Molecular formula: C6H14N2O
Method: DFT, ωB97M-V/def2-TZVPD

HOMO level (spin up / spin down) ... -6.59 / -6.59 eV
Molar mass ... 130.19 g/mol
Orbital gap (spin up / spin down) ... 0.26841 / 0.26838 Eh

```
! RIJCOSX wB97M-V def2-TZVPD def2/J DEFGRID3
* xyz 0 1
C -1.57 0.76 0.34
C -0.63 -0.17 0.70
C -0.88 -0.87 2.03
O -0.32 -1.38 -0.27
C -1.14 -1.59 -1.39
H -1.52 1.22 -0.64
H -2.35 1.04 1.03
H -1.84 -1.39 2.02
H -0.14 -1.66 2.21
H -0.89 -0.18 2.86
H -1.98 -0.90 -1.53
H -1.62 -2.57 -1.30
H -0.48 -1.65 -2.26
N 1.75 0.26 -1.71
C 1.85 0.00 -0.40
C 1.17 0.85 0.53
N 1.18 2.23 0.11
H 2.08 -0.43 -2.37
H 1.70 1.25 -1.96
H 2.23 -0.95 -0.07
H 1.60 0.75 1.53
H 0.25 2.47 -0.22
H 1.54 2.92 0.76
*
```

---

--- B ---
Molecular formula: C6H14N2O
Method: DFT, ωB97M-V/def2-TZVPD

HOMO level ... -8.22 eV
Molar mass ... 130.19 g/mol
Orbital gap ... 0.32368 Eh

```
! RIJCOSX wB97M-V def2-TZVPD def2/J DEFGRID3
* xyz 0 1
C -0.69 -0.29 1.02
C 1.06 0.62 -0.74
C -1.75 0.29 1.91
C 0.32 -1.12 1.72
C 1.01 1.28 -2.12
C -0.41 0.58 -0.20
N -1.16 -0.96 -0.65
N 1.73 -0.67 -0.75
O -1.03 1.68 -0.25
H 1.60 1.27 -0.04
H -1.09 -1.61 -1.42
H -2.14 -0.72 -0.70
H 2.65 -0.59 -1.19
H 1.16 -1.35 -1.25
H -2.51 0.79 1.31
H -1.31 1.09 2.51
H -2.16 -0.48 2.56
H -0.12 -2.12 1.84
H 0.59 -0.73 2.70
H 1.23 -1.30 1.14
H 2.03 1.51 -2.45
H 0.44 2.21 -2.08
H 0.56 0.61 -2.85
*
```

---

--- C ---
Molecular formula: C6H14N2O
Method: DFT, ωB97M-V/def2-TZVPD

HOMO level ... -7.50 eV
Molar mass ... 130.19 g/mol
Orbital gap ... 0.30510 Eh

```
! RIJCOSX wB97M-V def2-TZVPD def2/J DEFGRID3
* xyz 0 1
H -1.67 1.58 -0.02
N -1.88 1.23 0.92
C -0.86 0.69 1.49
N -1.04 0.29 2.80
C 0.47 0.45 0.91
C 0.84 1.05 -0.29
C 1.45 -0.42 1.64
H -0.47 -0.44 3.18
H -2.00 0.29 3.10
H 0.26 1.90 -0.62
H 1.90 1.17 -0.49
H 2.36 -0.55 1.05
H 1.05 -1.41 1.84
H 1.75 0.02 2.60
C 0.15 0.18 -2.92
O 0.44 -0.35 -1.63
C -0.61 -1.48 -1.00
H -0.67 0.90 -2.86
H 1.05 0.64 -3.32
H -0.13 -0.63 -3.60
H -1.47 -0.96 -0.59
H -0.84 -2.05 -1.90
H -0.07 -2.09 -0.28
*
```

---

B is preferred energetically. Next in line: 5.6 kcal/mol higher.